No. 1
Formula: H16O8
Source: OMol25
Level of theory: ωB97M-V/def2-TZVPD

Atoms and positions in Å:
H 15.4956 -4.7470 17.7339
O 20.3858 -3.5540 13.0700
H 21.1192 -3.0647 12.6971
H 18.9695 -3.8822 15.2584
H 20.0041 -6.8875 18.4092
H 19.5889 -6.4798 17.0116
H 17.1599 -1.2977 13.1448
H 19.2834 -7.2423 14.5384
O 18.9553 -6.7077 15.2614
H 16.4880 -8.0481 16.5294
O 19.3306 -1.7202 14.9662
H 15.3842 -7.1297 16.0496
O 16.2188 -4.2305 18.0896
O 18.1369 -4.1434 15.6519
H 16.8406 -4.1576 17.3655
H 18.2184 -5.0884 15.7809
H 19.8487 -2.8896 13.5015
O 20.1602 -6.2250 17.7361
O 17.1177 -2.2534 13.1130
O 16.3192 -7.3073 15.9472
H 18.9434 -2.0098 15.7923
H 19.4553 -0.7776 15.0770
H 18.0676 -7.0311 15.4154
H 17.5345 -2.5393 13.9259

- Net charge: 0
- Molar mass: 144.12 g mol⁻¹
- E_LUMO: 0.04 eV
- Energy above the lowest of the compared OMol25 structures with the same formula, charge and spin: 211.3 kJ/mol
- SMILES: O.O.O.O.O.O.O.O

These are the Löwdin partial charges, in e, on atoms 1 to 8:
1 H 0.018
2 O -0.053
3 H 0.032
4 H 0.020
5 H 0.027
6 H -0.032
7 H 0.027
8 H 0.082

No. 2
Formula: AsF6H22O11
Source: OMol25
Level of theory: ωB97M-V/def2-TZVPD

Atoms and positions in Å:
O 1.1686 -4.4495 1.5723
H -1.9471 -1.5508 -3.3426
F 0.7050 0.9591 -0.2979
H -0.7650 1.4888 -2.3587
O -1.9467 -1.6323 4.2770
H 1.7193 2.4839 2.2747
H -2.4016 -2.4663 4.1596
O 3.2426 -0.9565 1.0251
F -1.5833 1.3897 0.7571
H -1.5215 -1.4703 3.4349
O -2.5139 3.2327 -0.8871
H -2.3042 2.4958 -0.3132
O 1.0532 -2.1612 -3.1967
H 2.3788 -0.8974 0.6170
H 0.3445 -1.6866 -2.7621
O 3.1762 1.1482 -2.2488
H 2.9578 3.4062 -0.0259
O 2.1564 3.2407 -0.5226
F 0.3013 0.4214 2.1482
As -0.4621 -0.0237 0.6579
H -3.3558 -1.2216 1.6725
F -1.7027 -0.9889 1.4940
H 0.7325 -2.3093 -4.0863
H 1.0517 -4.7387 2.4773
O -4.2307 -1.6020 1.5951
H -4.8029 -0.9822 2.0475
H 2.4445 2.7313 -1.2801
H 3.8430 0.4722 -2.1286
H 3.8314 -1.1913 0.3078
H -1.6025 -1.5350 -1.8685
H -2.2186 4.0046 -0.4042
O -0.8692 1.6269 -3.3001
H 2.3619 0.7361 -1.9600
F -1.1414 -0.5593 -0.8886
F 0.6519 -1.5306 0.6198
H 1.0750 -3.4977 1.6105
O 1.8357 3.3541 2.6559
O -1.7734 -2.1288 -2.5996
H 1.0152 3.8100 2.4683
H -0.9039 2.5782 -3.4008

- Net charge: -1
- Molar mass: 387.08 g mol⁻¹
- E_LUMO: 2.22 eV
- Energy above the lowest of the compared OMol25 structures with the same formula, charge and spin: 155.7 kJ/mol

These are the Löwdin partial charges, in e, on atoms 1 to 8:
1 O -0.054
2 H 0.035
3 F -0.249
4 H -0.012
5 O -0.057
6 H 0.006
7 H 0.029
8 O -0.059

No. 3
Formula: CH4Cl2OSi
Source: OMol25
Level of theory: ωB97M-V/def2-TZVPD

Atoms and positions in Å:
Si -1.8819 -0.5412 -0.6911
C 2.2920 0.6576 0.9271
Cl -0.5414 -1.8000 0.0878
O 3.2624 1.3096 1.2627
H 1.9731 -0.4144 1.1842
H -3.1427 -0.2360 0.1893
Cl -1.1859 1.3246 -1.2440
H -2.2295 -1.3137 -1.9841
H 1.4539 1.0135 0.2682

- Net charge: 0
- Molar mass: 131.03 g mol⁻¹
- E_LUMO: 0.51 eV
- Energy above the lowest of the compared OMol25 structures with the same formula, charge and spin: 332.8 kJ/mol
- SMILES: Cl[SiH2]Cl.C=O

These are the Löwdin partial charges, in e, on atoms 1 to 8:
1 Si -0.273
2 C -0.152
3 Cl 0.254
4 O -0.008
5 H 0.066
6 H -0.050
7 Cl 0.187
8 H -0.065

no.,E_HOMO (eV),frontier orbital gap (eV)
1,-10.79,10.83
2,-8.22,10.43
3,-10.14,10.65